C6H15BeFNO2Pb as an isolated structure in a non-equilibrium geometry, computed with ωB97M-V with the def2-TZVPD basis set.

```
27
C6H15BeFNO2Pb | the Open Molecules 2025 dataset | ωB97M-V with the def2-TZVPD basis set
Be 7.296 1.102 22.836
Pb 10.072 -2.336 21.173
F 8.456 -0.629 21.864
C 13.453 -2.361 21.297
O 12.255 -2.915 21.927
C 12.496 -3.454 23.244
C 11.191 -4.041 23.763
N 10.142 -3.027 23.593
C 10.363 -1.787 24.392
C 9.949 -1.939 25.837
O 8.527 -1.946 25.903
C 8.001 -2.049 27.207
H 14.076 -1.972 22.100
H 13.214 -1.550 20.611
H 13.923 -3.171 20.744
H 12.992 -2.759 23.927
H 13.256 -4.236 23.162
H 11.281 -4.354 24.805
H 10.982 -4.962 23.219
H 9.229 -3.349 23.918
H 9.769 -0.988 23.935
H 11.366 -1.371 24.308
H 10.260 -1.052 26.404
H 10.343 -2.829 26.339
H 8.512 -2.838 27.773
H 6.935 -2.241 27.133
H 8.150 -1.151 27.829
```

HOMO energy = -0.712 Eh
Maximum force = 0.0605 hartree/bohr
Net charge = +3
Energy relative to the best compared isomer or geometry (same formula, charge and spin) = 36.7 kcal per mole
Multiplicity = 1

These are the Mulliken partial charges, in e, on atoms 1 to 4: 1.36 1.40 -0.55 -0.73